# C19H31F10O13PS

A structure of composition C19H31F10O13PS in a non-equilibrium geometry (the ωB97M-V functional and the def2-TZVPD basis, OMol25).

The calculation puts the orbital gap at 9.89 eV. As for the total charge: 0. As for the maximum force: 1.52 eV Å⁻¹.

Last column: Mulliken charge in e.
Cartesian coordinates (Å):
C -1.22728 -3.55315 8.16558  -0.726
O -2.00544 -3.64500 6.99314  -0.405
C -1.32798 -3.20355 5.83023  -0.502
C -2.35377 -2.73921 4.79585  -0.784
C -2.21125 -1.27979 4.36815  -0.738
C -0.85034 -0.94167 3.75000  -0.461
C -0.50134 0.54773 3.83204  -0.350
C 0.98420 0.84236 3.68760  -0.519
O 1.26219 1.35324 2.35099  -0.130
P 2.53313 1.02750 1.51838  0.712
O 2.97688 2.13721 0.69759  -0.722
O 3.63013 0.50494 2.52495  -0.445
O 2.09977 -0.22535 0.50966  -0.027
S 2.25606 -1.74286 0.89061  1.024
O 3.48420 -2.21626 0.38571  -0.532
O 1.86093 -1.95714 2.23142  -0.428
F 1.12019 -2.25154 -0.03091  -0.176
H -1.62140 -4.26774 8.88429  0.263
H -0.18169 -3.80760 7.97393  0.317
H -1.28614 -2.54921 8.59457  0.267
H -0.73494 -4.03335 5.43043  0.248
H -0.63053 -2.39890 6.08589  0.462
H -2.30820 -3.36558 3.90420  0.322
H -3.33339 -2.87365 5.25224  0.432
H -2.42513 -0.60569 5.20082  0.351
H -2.97662 -1.07468 3.61530  0.397
H -0.06806 -1.50694 4.26126  0.346
H -0.84051 -1.28083 2.71254  0.183
H -1.03992 1.09251 3.05716  0.217
H -0.83946 0.91777 4.79857  0.340
H 1.30297 1.60000 4.39974  0.252
H 1.57236 -0.05085 3.88163  0.480
H 4.17453 -0.23458 2.22359  0.363
C 1.78911 1.80676 -2.17102  -0.790
C 2.36434 1.20495 -3.42976  -0.400
O 1.37853 1.11830 -4.49005  -0.282
C 1.14949 2.22914 -5.16593  0.337
O 1.66436 3.29627 -5.02265  -0.515
C 0.10449 1.94581 -6.26762  0.891
F -0.93543 1.25167 -5.78904  -0.256
F 0.67392 1.21643 -7.24124  -0.233
F -0.34880 3.07603 -6.79285  -0.248
H 0.90640 1.24832 -1.85244  0.294
H 2.52370 1.78929 -1.37031  0.169
H 1.48748 2.84157 -2.33056  0.389
H 2.67590 0.17523 -3.26680  0.317
H 3.22533 1.76672 -3.78939  0.334
C 1.87390 -1.60240 -7.39712  -0.870
C 1.18362 -2.74838 -8.09993  -0.366
O 1.97638 -3.25292 -9.19834  -0.316
C 2.95854 -4.07525 -8.87456  0.330
O 3.26074 -4.45592 -7.78366  -0.513
C 3.68333 -4.54466 -10.15647  0.916
F 3.94201 -3.51768 -10.97186  -0.247
F 2.91017 -5.42014 -10.81472  -0.254
F 4.82934 -5.14098 -9.84832  -0.237
H 2.11740 -0.81221 -8.10586  0.305
H 1.22292 -1.19576 -6.62618  0.221
H 2.79960 -1.93429 -6.92746  0.360
H 0.25333 -2.42195 -8.55862  0.329
H 0.95790 -3.56604 -7.41659  0.333
C -2.84702 5.88528 2.25052  -1.075
C -4.08907 5.03440 2.11461  -0.236
O -4.00337 3.84297 2.93019  -0.312
C -4.27825 3.99627 4.21393  0.311
O -4.59883 4.99764 4.77850  -0.519
C -4.16087 2.63190 4.92867  0.923
F -3.03638 1.99766 4.56671  -0.233
F -5.20117 1.85430 4.60268  -0.263
F -4.14782 2.79212 6.24591  -0.254
H -1.95752 5.30287 2.00959  0.269
H -2.90482 6.73275 1.56863  0.380
H -2.74145 6.26643 3.26522  0.317
H -4.20191 4.66343 1.09896  0.328
H -4.98994 5.58528 2.38095  0.334